# C5H19N2O5

A cluster of 5 separate species, C5H19N2O5 in total at a distorted geometry (the ωB97M-V functional and the def2-TZVPD basis, the Open Molecules 2025 dataset).

maximum force	1.835	eV Å⁻¹
energy above the lowest of the compared OMol25 structures with the same formula, charge and spin	22.2	kcal/mol

Structure (ORCA input):
```
! RIJCOSX wB97M-V def2-TZVPD def2/J DEFGRID3
* xyz 1 1
O -0.4144 2.2110 -3.0764
C -0.2830 1.0127 -3.0988
C -0.4946 0.2400 -1.8001
C 0.8288 -0.3066 -1.1641
C 0.7803 -1.7651 -0.9003
C 0.5192 -2.1962 0.3499
N 0.0470 -3.4501 0.6982
N -1.1124 1.1430 -0.7862
H 0.0580 0.5542 -4.0436
H -1.1692 -0.6148 -1.9999
H 1.0265 0.3211 -0.2969
H 1.7367 -0.0253 -1.7577
H 0.9961 -2.3983 -1.7445
H 0.5460 -1.4498 1.1308
H -0.1018 -4.0626 -0.0885
H 0.4111 -3.8568 1.5443
H -1.4738 0.6018 0.0529
H -1.9739 1.5606 -1.1563
H -0.4507 1.8536 -0.4369
H 2.9083 0.2613 1.9919
H 2.6463 -0.8487 0.8022
O 2.2922 -0.1635 1.3983
H -1.7562 -0.1321 2.1872
H -2.4344 -1.2738 1.2193
O -2.1708 -0.3523 1.3151
H -1.5339 0.8999 4.3328
H -0.1789 0.7010 3.4549
O -1.1431 0.7730 3.4678
H 1.3648 3.1988 1.3126
H 1.7049 1.5749 1.2202
O 1.1309 2.3293 1.0026
*
```

Quick look at the Löwdin charges, all values in e: 0.08 -0.18 -0.23 -0.17 -0.12 -0.23 0.08 0.20 0.15 0.16 0.07 0.14 0.11 0.09 0.10 0.09 0.11 0.17 0.14 0.07 0.08 -0.06 0.02 0.07 -0.07 0.08 0.07 -0.02 0.06 0.00 -0.05

# C42H29BaBrClF4N6OPS

A structure of composition C42H29BaBrClF4N6OPS at a distorted geometry (the ωB97M-V functional and the def2-TZVPD basis, the Open Molecules 2025 dataset).

maximum force	3.843	eV Å⁻¹
energy above the lowest of the compared OMol25 structures with the same formula, charge and spin	50.7	kcal/mol

Structure (ORCA input):
```
! RIJCOSX wB97M-V def2-TZVPD def2/J DEFGRID3
* xyz 0 1
Ba -0.1992 0.2209 -0.8545
C -2.6658 -3.4090 1.1618
C -2.0642 -2.0940 0.7586
N -1.3744 -1.9724 -0.3260
N -1.2769 -3.0628 -1.0922
C -0.4024 -3.1238 -2.0559
N -0.4160 -4.2656 -2.7711
S 0.8367 -2.0104 -2.5147
C -2.1568 -0.9412 1.6497
C -3.2639 -0.7075 2.4702
C -3.2377 0.3686 3.3385
C -2.0823 1.1267 3.4341
C -1.0310 0.8113 2.5887
N -1.0751 -0.1536 1.6907
H -2.0006 -4.1959 0.8060
H -3.6355 -3.5468 0.6859
H -2.7757 -3.4802 2.2394
H -1.1258 -4.9537 -2.5951
H 0.2720 -4.3928 -3.4909
H -4.1337 -1.3445 2.3994
H -4.0987 0.6029 3.9468
H -2.0046 1.9545 4.1225
H -0.1003 1.3520 2.6468
Cl -0.0595 6.9042 -2.4128
C -0.4138 5.2076 -2.5000
C 0.0868 4.4560 -3.5626
C -0.1590 3.1089 -3.6386
C -0.9034 2.4345 -2.6403
O -1.0004 1.1636 -2.5853
C -1.4523 3.2488 -1.6038
C -2.2016 2.5615 -0.5907
N -2.2288 2.8016 0.6588
C -1.4315 3.6880 1.3255
C -2.0284 4.6341 2.1433
C -1.2742 5.4542 2.9780
C 0.0853 5.3093 3.0542
C 0.7406 4.3527 2.2593
C 2.1315 4.1367 2.3368
C 2.7133 3.2065 1.5212
C 1.8979 2.5013 0.6255
N 0.5979 2.6410 0.5509
C -0.0045 3.5475 1.3502
C -1.1794 4.6131 -1.5263
H 0.6750 4.9424 -4.3255
H 0.2394 2.5276 -4.4585
H -2.8195 1.7307 -0.9255
H -3.1038 4.7373 2.1160
H -1.7797 6.1934 3.5821
H 0.6732 5.9291 3.7131
H 2.7122 4.7051 3.0492
H 3.7724 3.0054 1.5628
H 2.3400 1.7818 -0.0542
H -1.5877 5.1939 -0.7118
F 6.1282 -3.4448 4.4487
C 5.3973 -3.1758 3.3637
C 5.7286 -3.7298 2.1309
F 6.7880 -4.5401 2.0346
C 4.9670 -3.4267 1.0069
F 5.3445 -3.9780 -0.1509
C 3.8686 -2.5715 1.0560
P 2.7286 -2.2201 -0.4222
C 4.0832 -1.8765 -1.6047
C 4.0892 -2.2989 -2.9303
C 5.1779 -2.0220 -3.7394
C 6.2464 -1.2925 -3.2489
C 6.2054 -0.7946 -1.9559
C 5.1261 -1.0754 -1.1408
C 2.3778 -4.0208 -0.5390
C 3.0000 -4.9333 -1.3788
C 2.7149 -6.2820 -1.2556
C 1.8188 -6.7326 -0.3014
C 1.1559 -5.8222 0.5043
C 1.4327 -4.4736 0.3795
C 3.5636 -2.0290 2.2991
Br 2.1237 -0.8188 2.5091
C 4.3068 -2.3198 3.4374
F 3.9765 -1.7645 4.6077
H 3.2328 -2.8182 -3.3322
H 5.1865 -2.3823 -4.7575
H 7.1054 -1.1005 -3.8741
H 7.0202 -0.1969 -1.5753
H 5.0936 -0.6790 -0.1303
H 3.7328 -4.6020 -2.0967
H 3.2152 -6.9943 -1.8954
H 1.6531 -7.7914 -0.1735
H 0.4359 -6.1628 1.2359
H 0.9286 -3.7557 1.0135
*
```

Quick look at the Löwdin charges, all values in e: 1.84 -0.03 -0.30 -0.17 -0.04 -0.87 0.08 0.49 -0.26 0.00 -0.04 -0.04 -0.19 -0.05 0.06 0.09 0.08 0.10 0.08 0.12 0.11 0.11 0.09 0.65 -0.67 -0.10 0.00 -0.46 -0.51 -0.18 -0.16 0.13 -0.26 -0.02 -0.07 -0.04 -0.15 0.00 -0.04 -0.17 0.03 -0.18 -0.06 0.10 0.12 0.12 0.12 0.11 0.11 0.12 0.11 0.09 0.12 0.13 -0.13 -0.12 0.12 -0.21 0.11 -0.32 0.96 -0.39 -0.14 -0.07 -0.09 -0.08 -0.11 -0.39 -0.09 -0.08 -0.09 -0.08 -0.11 -0.58 0.84 -0.26 0.07 0.05 0.10 0.10 0.10 0.11 0.09 0.10 0.10 0.10 0.10

# C7H7FN2

The molecule C7H7FN2 at a distorted geometry (the ωB97M-V functional and the def2-TZVPD basis, the Open Molecules 2025 dataset).

maximum force	4.694	eV Å⁻¹
energy above the lowest of the compared OMol25 structures with the same formula, charge and spin	46.1	kcal/mol
SMILES string	[H]/N=C/N(F)c1ccccc1

Structure (ORCA input):
```
! RIJCOSX wB97M-V def2-TZVPD def2/J DEFGRID3
* xyz 0 1
C 2.5543 -0.2084 -0.1425
C 1.8099 0.9292 -0.4137
C 1.9622 -1.4724 0.1512
C 0.4583 0.8316 -0.3389
C 0.5454 -1.5141 0.2304
C -0.1944 -0.3310 0.0315
C -2.4080 0.8175 0.2680
N -3.6384 0.7374 -0.0808
N -1.5620 -0.3607 0.1574
F -2.2476 -1.4089 -0.4397
H 3.7284 -0.0495 -0.0127
H 2.2020 2.0089 -0.5585
H 2.4315 -2.3800 0.3043
H 0.0136 1.7887 -0.4779
H 0.2710 -2.5034 0.6229
H -1.7786 1.5818 0.6685
H -4.1478 1.5332 0.0304
*
```

Quick look at the Löwdin charges, all values in e: -0.10 -0.12 -0.06 -0.07 0.00 -0.23 -0.17 0.12 -0.06 0.01 0.14 0.14 0.07 0.10 0.12 0.11 0.00

# C27H27BrCl3GeN3O4TeW

A structure of composition C27H27BrCl3GeN3O4TeW at a distorted geometry (the ωB97M-V functional and the def2-TZVPD basis, the Open Molecules 2025 dataset).

maximum force	2.671	eV Å⁻¹
energy above the lowest of the compared OMol25 structures with the same formula, charge and spin	55.6	kcal/mol

Structure (ORCA input):
```
! RIJCOSX wB97M-V def2-TZVPD def2/J DEFGRID3
* xyz 1 4
W -0.7296 -1.6635 0.7604
C -0.1327 -4.5733 -2.5973
C -0.0252 -3.4792 -1.5907
N -0.7186 -3.4631 -0.4459
O -1.9175 -4.1625 -0.3892
C 0.8535 -2.3951 -1.6943
C 1.9547 -2.2496 -2.6886
N 0.6410 -1.4986 -0.7249
O 1.5115 -0.4713 -0.5589
H -0.8909 -4.3388 -3.3484
H -0.3943 -5.5237 -2.1299
H 0.8212 -4.7001 -3.1048
H -1.8562 -4.9071 -1.0005
H 2.6915 -3.0442 -2.5497
H 2.4478 -1.2918 -2.5460
H 1.5752 -2.3152 -3.7079
N -1.0546 0.3488 0.4226
C -1.5207 1.3967 0.4302
C -1.9466 2.7166 0.6283
C -2.5908 3.4935 -0.3409
C -2.9979 4.7714 -0.0202
C -2.7876 5.2783 1.2576
C -2.1314 4.5144 2.2165
C -1.7032 3.2401 1.9134
H -2.7556 3.0940 -1.3328
H -3.4922 5.3791 -0.7657
H -3.1443 6.2684 1.5069
H -1.9570 4.9147 3.2060
H -1.1843 2.6341 2.6459
Br -8.1020 -1.1910 1.2090
C -6.7107 -1.1921 -0.0784
C -7.0033 -0.8905 -1.4014
C -5.9799 -0.8684 -2.3407
C -4.6793 -1.1378 -1.9617
C -4.3976 -1.4317 -0.6257
C -5.4194 -1.4680 0.3238
C -3.0175 -1.6055 -0.2110
O -2.6802 -1.8517 1.0055
O -2.0286 -1.4127 -0.9793
H -8.0204 -0.6740 -1.6966
H -6.2018 -0.6217 -3.3701
H -3.8633 -1.1166 -2.6713
H -5.1937 -1.6907 1.3579
Cl 1.8090 -2.8490 3.8488
Ge 1.2186 -2.9850 1.7734
Cl -1.1165 -0.7598 3.0175
Cl -0.8967 -3.7388 2.2989
C 7.1347 2.7827 0.4188
C 5.8243 2.0695 0.5856
C 4.6197 2.7379 0.3978
C 3.3963 2.1213 0.6207
C 2.1131 2.8813 0.3816
C 3.3885 0.7852 1.0375
Te 1.4849 -0.0548 1.6754
C 4.5838 0.0721 1.1804
C 4.5713 -1.3836 1.5658
C 5.7832 0.7264 0.9468
H 6.9865 3.7997 0.0605
H 7.7888 2.2603 -0.2799
H 7.6532 2.8342 1.3779
H 4.6321 3.7720 0.0720
H 2.3098 3.8342 -0.1061
H 1.6039 3.0753 1.3288
H 1.4494 2.2921 -0.2546
H 3.9453 -1.9518 0.8711
H 4.1634 -1.5126 2.5708
H 5.5738 -1.8067 1.5429
H 6.7122 0.1773 1.0563
*
```

Quick look at the Löwdin charges, all values in e: 1.06 0.02 -0.28 -0.24 -0.05 -0.28 0.01 -0.33 -0.39 0.11 0.09 0.09 0.10 0.10 0.08 0.10 -0.04 -0.05 -0.19 -0.01 -0.05 -0.04 -0.05 0.00 0.13 0.12 0.12 0.12 0.12 0.78 -0.66 -0.10 -0.05 0.00 -0.13 -0.04 -0.54 -0.24 -0.08 0.11 0.11 0.12 0.12 0.07 0.17 0.01 0.20 -0.04 -0.25 -0.01 -0.30 -0.08 -0.37 1.34 -0.30 -0.08 -0.01 0.08 0.09 0.09 0.12 0.08 0.07 0.06 0.05 0.05 0.08 0.12